{
  "formula": "C48H132N18O21",
  "method": "wB97M-V/def2-TZVPD",
  "species": ["C", "O", "N", "N", "H", "H", "H", "H", "C", "O", "N", "N", "H", "H", "H", "H", "C", "O", "N", "N", "H", "H", "H", "H", "C", "O", "N", "N", "H", "H", "H", "H", "C", "O", "N", "N", "H", "H", "H", "H", "C", "O", "N", "N", "H", "H", "H", "H", "C", "C", "O", "H", "H", "H", "H", "H", "H", "C", "C", "O", "H", "H", "H", "H", "H", "H", "C", "C", "O", "H", "H", "H", "H", "H", "H", "C", "O", "C", "C", "N", "C", "C", "O", "C", "H", "H", "H", "H", "H", "H", "H", "H", "H", "H", "H", "H", "H", "H", "H", "C", "O", "C", "C", "N", "C", "C", "O", "C", "H", "H", "H", "H", "H", "H", "H", "H", "H", "H", "H", "H", "H", "H", "H", "C", "O", "C", "C", "N", "C", "C", "O", "C", "H", "H", "H", "H", "H", "H", "H", "H", "H", "H", "H", "H", "H", "H", "H", "C", "O", "C", "C", "N", "C", "C", "O", "C", "H", "H", "H", "H", "H", "H", "H", "H", "H", "H", "H", "H", "H", "H", "H", "C", "O", "C", "C", "N", "C", "C", "O", "C", "H", "H", "H", "H", "H", "H", "H", "H", "H", "H", "H", "H", "H", "H", "H", "C", "O", "C", "C", "N", "C", "C", "O", "C", "H", "H", "H", "H", "H", "H", "H", "H", "H", "H", "H", "H", "H", "H", "H"],
  "coordinates": [[-4.312, 2.132, 1.683], [-5.090, 2.419, 0.777], [-4.199, 2.846, 2.844], [-3.385, 1.135, 1.712], [-4.603, 3.758, 2.959], [-3.366, 2.555, 3.328], [-3.272, 0.620, 0.846], [-2.756, 0.908, 2.484], [0.568, -6.458, -0.802], [1.407, -6.889, -1.586], [0.822, -6.434, 0.539], [-0.751, -6.286, -1.061], [1.770, -6.474, 0.866], [0.020, -6.506, 1.137], [-1.363, -5.732, -0.482], [-1.093, -6.414, -2.012], [-1.091, 0.572, 4.570], [-1.324, 1.091, 3.453], [-1.960, -0.233, 5.232], [0.089, 0.561, 5.185], [-1.707, -0.575, 6.140], [-2.886, -0.478, 4.888], [0.914, 1.104, 4.961], [0.233, -0.076, 5.946], [0.363, 3.291, 0.253], [0.652, 3.769, -0.838], [0.817, 3.744, 1.438], [-0.526, 2.290, 0.488], [0.392, 3.464, 2.304], [1.487, 4.497, 1.419], [-1.068, 1.933, -0.282], [-0.694, 1.979, 1.429], [-3.723, -6.739, 0.291], [-3.369, -5.612, -0.044], [-2.962, -7.826, 0.589], [-5.032, -7.049, 0.590], [-3.349, -8.695, 0.889], [-1.967, -7.706, 0.474], [-5.747, -6.571, 0.060], [-5.194, -8.029, 0.722], [-0.040, -6.565, -4.716], [-0.771, -6.341, -3.751], [1.152, -7.196, -4.553], [-0.358, -6.333, -6.003], [1.832, -7.257, -5.288], [1.422, -7.302, -3.582], [-1.278, -5.973, -6.191], [0.237, -6.595, -6.785], [7.553, 1.735, 0.217], [8.829, 0.914, 0.531], [9.370, 0.596, -0.753], [7.701, 2.688, -0.291], [6.923, 2.043, 1.057], [6.928, 1.025, -0.319], [8.672, -0.044, 1.019], [9.689, 1.477, 0.906], [9.574, 1.420, -1.202], [5.488, 0.679, -4.028], [5.528, 0.236, -2.548], [4.546, 1.005, -1.870], [5.841, 1.691, -4.235], [4.591, 0.443, -4.594], [6.342, 0.089, -4.388], [6.520, 0.356, -2.121], [5.274, -0.821, -2.664], [3.693, 0.566, -1.830], [-5.306, -0.475, -1.530], [-4.012, 0.198, -1.989], [-2.966, -0.043, -1.023], [-5.997, 0.031, -0.850], [-5.182, -1.461, -1.082], [-6.015, -0.451, -2.366], [-4.098, 1.283, -2.054], [-3.591, -0.174, -2.926], [-2.700, -0.961, -1.227], [2.933, -4.190, -3.758], [2.051, -3.110, -3.817], [1.974, -2.449, -2.567], [1.314, -1.055, -2.515], [1.967, -0.013, -3.309], [1.544, 1.280, -2.826], [0.085, 1.670, -3.091], [-0.110, 1.959, -4.500], [-1.335, 2.598, -4.805], [2.970, -4.830, -2.872], [3.985, -3.958, -3.968], [2.744, -4.875, -4.588], [2.957, -2.252, -2.127], [1.414, -3.089, -1.879], [1.328, -0.766, -1.466], [0.240, -1.189, -2.686], [1.613, -0.191, -4.243], [2.105, 2.010, -3.418], [1.790, 1.458, -1.779], [-0.114, 2.578, -2.518], [-0.652, 0.873, -2.970], [-2.176, 1.938, -4.575], [-1.227, 2.764, -5.877], [-1.511, 3.556, -4.309], [2.676, -6.699, -7.985], [1.301, -6.651, -8.209], [0.847, -6.529, -9.582], [0.861, -5.088, -10.108], [-0.102, -4.421, -9.208], [-0.022, -2.959, -9.371], [-1.206, -2.336, -8.573], [-1.266, -2.976, -7.296], [-2.447, -2.628, -6.613], [3.188, -7.579, -8.387], [3.048, -6.499, -6.981], [3.155, -5.892, -8.555], [-0.161, -6.915, -9.696], [1.548, -7.116, -10.182], [0.381, -5.072, -11.093], [1.805, -4.571, -10.307], [0.204, -4.747, -8.298], [-0.334, -2.884, -10.415], [0.928, -2.471, -9.147], [-2.052, -2.337, -9.263], [-0.966, -1.282, -8.401], [-2.320, -3.047, -5.607], [-3.235, -3.321, -6.924], [-2.538, -1.549, -6.492], [3.906, 6.013, 0.507], [2.846, 6.427, 1.335], [1.852, 7.357, 0.880], [2.196, 8.843, 0.927], [2.536, 9.427, 2.216], [3.008, 10.806, 2.127], [3.559, 11.353, 3.424], [2.682, 11.575, 4.516], [1.742, 12.614, 4.274], [4.651, 5.412, 1.031], [4.501, 6.860, 0.152], [3.551, 5.407, -0.331], [0.990, 7.276, 1.546], [1.561, 6.982, -0.103], [1.491, 9.408, 0.305], [3.129, 8.972, 0.363], [1.679, 9.481, 2.757], [2.091, 11.369, 1.902], [3.628, 10.934, 1.240], [4.085, 12.299, 3.241], [4.386, 10.754, 3.809], [1.145, 12.932, 5.125], [1.082, 12.257, 3.479], [2.256, 13.499, 3.887], [-5.197, -0.437, 4.069], [-4.170, -1.412, 4.008], [-4.195, -2.266, 2.879], [-5.276, -3.298, 2.807], [-6.615, -2.821, 2.389], [-7.634, -3.732, 2.889], [-9.030, -3.559, 2.322], [-9.077, -3.930, 0.918], [-10.367, -3.751, 0.373], [-4.895, 0.478, 4.592], [-6.092, -0.778, 4.587], [-5.349, 0.034, 3.094], [-3.224, -2.765, 2.923], [-4.105, -1.637, 1.987], [-5.352, -3.927, 3.696], [-5.025, -4.069, 2.067], [-6.643, -2.734, 1.384], [-7.640, -4.054, 3.932], [-7.320, -4.719, 2.502], [-9.425, -2.543, 2.359], [-9.617, -4.337, 2.818], [-10.951, -4.647, 0.590], [-10.250, -3.590, -0.699], [-10.839, -2.825, 0.713], [2.928, 4.439, 11.654], [1.806, 3.983, 10.947], [2.066, 3.883, 9.519], [1.123, 2.792, 8.925], [1.182, 2.841, 7.442], [0.660, 4.036, 6.864], [0.316, 3.704, 5.401], [1.315, 3.284, 4.506], [2.439, 4.138, 4.364], [3.509, 5.142, 11.052], [3.662, 3.654, 11.880], [2.608, 4.766, 12.642], [3.092, 3.534, 9.375], [1.987, 4.853, 9.029], [0.125, 3.147, 9.203], [1.292, 1.808, 9.353], [0.694, 2.099, 6.960], [1.444, 4.798, 6.822], [-0.299, 4.421, 7.233], [-0.458, 4.410, 5.067], [-0.463, 2.936, 5.462], [2.243, 5.188, 4.149], [2.985, 3.690, 3.531], [3.142, 3.923, 5.174], [4.140, 1.299, 1.542], [2.954, 0.716, 2.008], [2.610, -0.410, 1.198], [1.234, -0.836, 1.726], [0.523, -1.702, 0.801], [-0.838, -1.997, 1.179], [-1.577, -2.912, 0.236], [-1.651, -2.353, -1.102], [-1.480, -3.271, -2.185], [4.252, 2.176, 2.186], [4.061, 1.637, 0.506], [5.005, 0.650, 1.708], [3.328, -1.228, 1.282], [2.504, -0.037, 0.175], [0.645, 0.057, 1.945], [1.332, -1.385, 2.667], [0.480, -1.313, -0.129], [-1.401, -1.070, 1.348], [-0.770, -2.427, 2.185], [-2.616, -2.958, 0.563], [-1.240, -3.943, 0.328], [-2.140, -4.133, -2.078], [-0.511, -3.643, -2.522], [-1.824, -2.848, -3.133]],
  "e_homo_ev": -8.40,
  "energy_ev": -121729.162,
  "e_lumo_ha": 0.013
}

***

{
  "formula": "C29H19F5FeO7PS2Se",
  "method": "wB97M-V/def2-TZVPD",
  "species": ["Fe", "C", "C", "C", "C", "C", "H", "H", "H", "H", "H", "O", "S", "O", "O", "C", "C", "C", "C", "C", "C", "P", "C", "C", "C", "C", "C", "C", "C", "C", "C", "C", "C", "C", "H", "H", "H", "H", "H", "H", "H", "H", "H", "H", "H", "H", "H", "H", "O", "S", "O", "O", "O", "F", "C", "C", "F", "C", "F", "C", "Se", "C", "F", "C", "F"],
  "coordinates": [[-2.016, 0.194, 1.052], [1.197, 2.306, 4.028], [0.996, 2.691, 2.696], [-0.081, 3.606, 2.654], [-0.431, 3.847, 3.985], [0.353, 3.073, 4.806], [1.879, 1.552, 4.407], [1.494, 2.262, 1.846], [-0.560, 3.931, 1.740], [-1.197, 4.537, 4.242], [0.292, 2.988, 5.876], [-2.604, -1.564, 0.038], [-1.821, -2.657, 0.782], [-2.595, -3.771, 1.283], [-1.090, -1.882, 1.904], [-0.569, -3.275, -0.460], [-0.951, -4.584, -0.876], [-0.456, -5.178, -2.019], [0.449, -4.454, -2.793], [0.999, -3.307, -2.302], [0.528, -2.656, -1.148], [1.386, -1.114, -0.794], [2.308, -0.555, -2.290], [1.715, -0.631, -3.584], [2.388, -0.308, -4.765], [3.644, 0.257, -4.691], [4.174, 0.577, -3.434], [3.574, 0.157, -2.285], [2.488, -1.305, 0.512], [2.080, -0.989, 1.808], [2.769, -1.598, 2.873], [3.611, -2.688, 2.648], [4.065, -2.965, 1.354], [3.552, -2.176, 0.305], [-1.626, -5.108, -0.215], [-0.869, -6.147, -2.306], [0.837, -4.801, -3.744], [1.888, -2.941, -2.796], [0.737, -1.052, -3.645], [1.828, -0.386, -5.687], [4.250, 0.429, -5.613], [5.142, 1.117, -3.291], [4.028, 0.492, -1.359], [1.350, -0.205, 1.976], [2.641, -1.242, 3.909], [3.998, -3.279, 3.465], [4.797, -3.741, 1.141], [3.967, -2.335, -0.737], [-1.953, 1.091, -0.824], [-0.699, 1.013, -1.622], [0.089, 2.227, -1.606], [0.462, 0.209, -0.450], [-0.852, 0.117, -2.724], [-6.562, 4.399, -1.546], [-5.902, 3.889, -0.517], [-6.569, 3.164, 0.501], [-7.888, 3.210, 0.680], [-5.750, 2.467, 1.394], [-6.354, 1.639, 2.283], [-4.334, 2.731, 1.527], [-3.314, 1.671, 2.766], [-3.805, 3.659, 0.609], [-2.530, 4.097, 0.781], [-4.556, 4.238, -0.407], [-4.020, 5.058, -1.340]],
  "e_above_lowest_ev": 2.803,
  "total_charge": -2,
  "spin_multiplicity": 6,
  "e_homo_ev": [-0.40, -0.60],
  "energy_ev": -188991.376,
  "e_lumo_ha": [0.149, 0.149]
}